The following is a DFT calculation (ωB97M-V with the def2-TZVPD basis set) of 14 unconnected molecules or ions with the total composition C26H80N10O14 in a non-equilibrium geometry.

Calculated values
LUMO = -0.2 eV
highest occupied orbital energy = -8.8 eV
E_tot = -71816.7987 eV
ΔE to the lowest compared entry with this formula, charge and spin = 177.89 kcal/mol
gap between HOMO and LUMO = 8.6 eV
net charge = 0

Each atom is followed by the atoms it is bonded to, with distances in Å.
Cartesian coordinates (Å):
1 C -11.95500 -22.87500 3.74700  O2 1.397, H3 1.118, H4 1.108, H5 1.084
2 O -12.10200 -21.81400 2.85000  C1 1.397, H6 0.918
3 H -12.96600 -23.22800 4.06900  C1 1.118
4 H -11.31300 -22.70600 4.63400  C1 1.108
5 H -11.52500 -23.74900 3.27200  C1 1.084
6 H -12.75400 -21.25200 3.16800  O2 0.918
7 C -6.20300 -17.46900 -2.33200  O8 1.380, H9 1.138, H10 1.047, H11 1.028
8 O -6.42700 -18.48900 -1.43000  C7 1.380, H12 1.000
9 H -5.39600 -16.80300 -1.88500  C7 1.138
10 H -7.05700 -16.87600 -2.45900  C7 1.047
11 H -5.88900 -17.75900 -3.26700  C7 1.028
12 H -7.35400 -18.83100 -1.58500  O8 1.000
13 C -11.46300 -18.31900 -1.64900  O14 1.417, H15 1.083, H16 1.092, H17 1.062
14 O -12.61400 -17.93600 -0.91700  C13 1.417, H18 0.996
15 H -10.66100 -17.60800 -1.80700  C13 1.083
16 H -11.79800 -18.59400 -2.65100  C13 1.092
17 H -10.96400 -19.15000 -1.21600  C13 1.062
18 H -12.34100 -17.29300 -0.20700  O14 0.996
19 C -12.47200 -18.95500 3.08900  O20 1.371, N21 1.278, N22 1.299
20 O -11.56000 -19.15700 4.09300  C19 1.371
21 N -12.12500 -18.76000 1.87500  C19 1.278, H23 1.023, H24 1.053
22 N -13.74800 -19.11800 3.27200  C19 1.299, H25 1.016, H26 1.015
23 H -11.12300 -18.90800 1.72800  N21 1.023
24 H -12.69600 -19.23000 1.12500  N21 1.053
25 H -14.09700 -19.08400 4.22600  N22 1.016
26 H -14.40600 -19.15400 2.50000  N22 1.015
27 C -8.64600 -19.31200 5.39300  O28 1.402, N29 1.324, N30 1.261
28 O -7.56900 -18.48800 5.03800  C27 1.402
29 N -8.97800 -20.40900 4.73100  C27 1.324, H31 1.016, H32 1.006
30 N -9.38500 -19.05800 6.38300  C27 1.261, H33 1.046, H34 1.006
31 H -8.33300 -20.76000 4.02900  N29 1.016
32 H -9.85900 -20.86200 4.90800  N29 1.006
33 H -9.10400 -18.26500 7.00400  N30 1.046
34 H -10.12800 -19.62200 6.76000  N30 1.006
35 C -6.35800 -20.23500 2.37700  O36 1.411, N37 1.314, N38 1.295
36 O -6.57400 -21.27900 3.30100  C35 1.411
37 N -6.54300 -18.96400 2.65400  C35 1.314, H39 1.031, H40 1.041
38 N -6.17400 -20.45300 1.11400  C35 1.295, H41 1.035, H42 1.039
39 H -6.96300 -18.60300 3.52400  N37 1.031
40 H -6.02100 -18.20000 2.17600  N37 1.041
41 H -6.06100 -21.44600 0.84500  N38 1.035
42 H -6.24100 -19.67900 0.42400  N38 1.039
43 C -9.48100 -20.27800 0.79000  O44 1.373, N45 1.325, N46 1.267
44 O -8.61100 -20.02000 -0.24000  C43 1.373
45 N -9.42600 -19.50200 1.86200  C43 1.325, H47 1.058, H48 1.000
46 N -10.45200 -21.09100 0.77200  C43 1.267, H49 0.999, H50 1.028
47 H -8.45200 -19.09000 1.83000  N45 1.058
48 H -9.67400 -19.78800 2.78800  N45 1.000
49 H -10.66000 -21.50900 -0.11100  N46 0.999
50 H -11.05300 -21.36200 1.56100  N46 1.028
51 C -14.99200 -20.34100 0.49400  O52 1.392, N53 1.267, N54 1.284
52 O -15.48300 -21.64300 0.54300  C51 1.392
53 N -13.81800 -20.11600 0.07500  C51 1.267, H55 1.031, H56 1.034
54 N -15.63300 -19.28700 0.85000  C51 1.284, H57 1.040, H58 1.040
55 H -13.33000 -20.97100 -0.23000  N53 1.031
56 H -13.53300 -19.27300 -0.45100  N53 1.034
57 H -16.60100 -19.29900 1.23100  N54 1.040
58 H -15.19300 -18.36300 0.66700  N54 1.040
59 C -9.17700 -19.03600 -3.88800  C60 1.533, H63 1.128, H64 1.135, H65 1.078
60 C -9.75300 -20.45700 -3.88500  C59 1.533, C61 1.508, O62 1.249, H66 1.060
61 C -9.59100 -21.13300 -5.22300  C60 1.508, H67 1.098, H68 1.088, H69 1.090
62 O -9.17800 -21.14400 -3.01400  C60 1.249, H70 0.959
63 H -9.67000 -18.32500 -4.61100  C59 1.128
64 H -8.07500 -19.11400 -4.15000  C59 1.135
65 H -9.15200 -18.63100 -2.88900  C59 1.078
66 H -10.77000 -20.22900 -3.69100  C60 1.060
67 H -9.99800 -22.15100 -5.16900  C61 1.098
68 H -8.55800 -21.38700 -5.45200  C61 1.088
69 H -10.11600 -20.58100 -6.00300  C61 1.090
70 H -9.82100 -21.41500 -2.35600  O62 0.959
71 C -6.15400 -21.21700 -3.02000  C72 1.470, H75 1.097, H76 1.143, H77 1.111
72 C -4.80100 -20.64500 -3.08300  C71 1.470, C73 1.495, O74 1.273, H78 1.081
73 C -4.05000 -20.59400 -1.79100  C72 1.495, H79 1.089, H80 1.047, H81 1.054
74 O -4.11700 -21.19900 -4.00300  C72 1.273, H82 0.953
75 H -6.70500 -20.78800 -2.17400  C71 1.097
76 H -6.08900 -22.35200 -3.13700  C71 1.143
77 H -6.80800 -21.16900 -3.91700  C71 1.111
78 H -4.87300 -19.65600 -3.51300  C72 1.081
79 H -4.61400 -19.96400 -1.10400  C73 1.089
80 H -3.08600 -20.19100 -1.85800  C73 1.047
81 H -4.06300 -21.54600 -1.33900  C73 1.054
82 H -3.76100 -22.02200 -3.67900  O74 0.953
83 C -10.66500 -23.74200 -1.80100  C84 1.529, H87 1.085, H88 1.079, H89 1.093
84 C -11.73400 -22.67600 -2.04600  C83 1.529, C85 1.486, O86 1.220, H90 1.088
85 C -12.93400 -22.99500 -1.22900  C84 1.486, H91 1.081, H92 1.061, H93 1.056
86 O -11.49100 -21.55700 -1.62400  C84 1.220, H94 0.974
87 H -10.91600 -24.77000 -2.04200  C83 1.085
88 H -10.24000 -23.67900 -0.81100  C83 1.079
89 H -9.79300 -23.61800 -2.44800  C83 1.093
90 H -12.13600 -22.57900 -3.05200  C84 1.088
91 H -13.31600 -23.98500 -1.43500  C85 1.081
92 H -13.78300 -22.39500 -1.44000  C85 1.061
93 H -12.70400 -22.83600 -0.21100  C85 1.056
94 H -12.07000 -20.98800 -2.16300  O86 0.974
95 C -8.97400 -23.08000 2.61600  C96 1.529, H99 1.091, H100 1.054, H101 1.091
96 C -8.33100 -23.80700 3.79800  C95 1.529, C97 1.540, O98 1.236, H102 1.051
97 C -9.04300 -25.10000 4.23700  C96 1.540, H103 1.078, H104 1.070, H105 1.128
98 O -7.14400 -24.11500 3.64300  C96 1.236, H106 0.964
99 H -8.25900 -22.49300 2.03800  C95 1.091
100 H -9.60700 -22.36200 3.05700  C95 1.054
101 H -9.56200 -23.67800 1.91800  C95 1.091
102 H -8.29700 -23.21900 4.66800  C96 1.051
103 H -10.06000 -24.96900 4.57100  C97 1.078
104 H -8.64800 -25.69900 5.03100  C97 1.070
105 H -9.07300 -25.85100 3.39600  C97 1.128
106 H -6.62900 -23.30000 3.63700  O98 0.964
107 C -6.98800 -23.24600 -0.67200  C108 1.481, H111 1.097, H112 1.141, H113 1.119
108 C -6.80200 -24.35700 0.29000  C107 1.481, C109 1.503, O110 1.264, H114 1.096
109 C -7.74100 -25.51200 0.08100  C108 1.503, H115 1.080, H116 1.124, H117 1.080
110 O -5.59900 -24.71300 0.44400  C108 1.264, H118 0.944
111 H -7.78200 -22.53600 -0.41000  C107 1.097
112 H -7.33900 -23.73100 -1.64300  C107 1.141
113 H -6.09000 -22.58800 -0.78700  C107 1.119
114 H -7.08400 -23.85300 1.22200  C108 1.096
115 H -7.78900 -26.18000 0.92800  C109 1.080
116 H -7.49800 -26.03200 -0.88500  C109 1.124
117 H -8.74400 -25.13700 -0.05700  C109 1.080
118 H -5.62800 -25.51900 0.93500  O110 0.944
119 C -8.58100 -16.88900 0.31600  C120 1.506, H123 1.099, H124 1.094, H125 1.033
120 C -8.92000 -15.87600 1.37700  C119 1.506, C121 1.510, O122 1.235, H126 1.091
121 C -9.17400 -16.40600 2.76800  C120 1.510, H127 1.105, H128 1.080, H129 1.082
122 O -8.04800 -15.01200 1.51600  C120 1.235, H130 0.946
123 H -8.20400 -16.52500 -0.65000  C119 1.099
124 H -9.51800 -17.38200 0.03900  C119 1.094
125 H -7.88200 -17.51300 0.75000  C119 1.033
126 H -9.69300 -15.29200 0.87500  C120 1.091
127 H -8.35600 -16.99500 3.22100  C121 1.105
128 H -9.94200 -17.15800 2.65900  C121 1.080
129 H -9.70100 -15.73600 3.43500  C121 1.082
130 H -7.92100 -14.62200 0.66400  O122 0.946

These are the Mulliken partial charges, in e, on atoms 1 to 5: C -0.9911; O -0.2533; H 0.3930; H 0.2495; H 0.3265